1.
Below is C29H46BF3NO2PSi2 as an isolated structure, with properties calculated with ωB97M-V/def2-TZVPD.

Last column: Löwdin charge in e.
Cartesian coordinates (Å):
C  -3.491  1.811  -5.713  -0.120
C  -2.744  0.645  -6.369  -0.247
C  -1.204  0.624  -6.206  -0.213
C  -0.618  -0.528  -5.361  -0.252
C  -0.138  -0.167  -3.940  -0.282
Si  -1.207  0.827  -2.792  0.390
O  -0.350  1.118  -1.420  -0.398
Si  -0.791  2.178  -0.199  0.590
C  0.789  2.891  0.539  -0.229
C  1.033  4.416  0.562  -0.479
C  0.461  5.161  -0.645  -0.102
C  0.529  5.036  1.862  -0.084
B  -1.785  1.202  1.297  -0.501
O  -1.229  0.005  1.741  0.044
C  -3.083  1.722  2.010  -0.191
C  -4.231  0.676  2.016  -0.102
P  -3.094  -0.294  -2.181  0.575
N  -3.753  -1.305  -3.197  -0.345
H  -2.857  2.699  -5.654  0.064
H  -4.377  2.084  -6.287  0.068
H  -3.833  1.566  -4.706  0.044
H  -3.162  -0.291  -5.990  0.086
H  -2.968  0.657  -7.437  0.098
H  -0.862  1.584  -5.804  0.091
H  -0.765  0.555  -7.202  0.100
H  -1.335  -1.352  -5.314  0.091
H  0.248  -0.936  -5.887  0.101
H  0.770  0.448  -4.026  0.071
H  0.174  -1.073  -3.412  0.085
H  -1.637  2.102  -3.401  0.001
H  -1.691  3.212  -0.779  0.015
H  0.813  2.517  1.570  0.077
H  1.632  2.395  0.048  0.059
H  2.117  4.564  0.528  0.118
H  0.917  6.149  -0.729  0.079
H  -0.619  5.303  -0.558  0.062
H  0.665  4.630  -1.580  0.068
H  0.788  6.095  1.916  0.079
H  0.970  4.543  2.730  0.077
H  -0.560  4.945  1.943  0.082
H  -1.827  -0.754  1.638  0.099
H  -2.779  1.918  3.047  0.106
H  -3.435  2.675  1.610  0.084
H  -4.051  -0.164  1.337  0.052
H  -5.176  1.126  1.712  0.071
H  -4.378  0.249  3.008  0.071
H  -2.771  -0.840  -0.911  -0.048
H  -3.972  0.715  -1.724  -0.032
H  -3.181  -1.433  -4.021  -0.087
F  -1.159  -4.546  7.601  0.051
C  -1.068  -3.603  6.638  -0.286
C  -0.329  -3.883  5.507  -0.013
C  -0.239  -2.909  4.522  -0.073
C  -0.877  -1.686  4.678  -0.089
C  -1.612  -1.437  5.829  -0.081
C  -1.715  -2.399  6.825  -0.018
H  0.164  -4.840  5.407  0.100
H  0.336  -3.111  3.627  0.108
H  -0.803  -0.933  3.905  0.080
H  -2.111  -0.485  5.958  0.103
H  -2.283  -2.228  7.730  0.117
F  4.045  2.911  -0.410  0.053
C  4.065  3.173  -1.736  -0.277
C  5.183  3.781  -2.268  -0.013
C  5.206  4.044  -3.630  -0.081
C  4.125  3.701  -4.431  -0.093
C  3.015  3.091  -3.863  -0.078
C  2.973  2.820  -2.502  -0.015
H  6.012  4.037  -1.622  0.118
H  6.076  4.518  -4.066  0.105
H  4.148  3.908  -5.492  0.102
H  2.168  2.826  -4.483  0.099
H  2.110  2.343  -2.057  0.093
F  3.414  -8.796  1.886  0.054
C  3.148  -8.187  3.060  -0.288
C  4.186  -7.591  3.747  -0.017
C  3.904  -6.965  4.953  -0.083
C  2.607  -6.946  5.450  -0.102
C  1.586  -7.556  4.734  -0.092
C  1.848  -8.183  3.525  -0.016
H  5.187  -7.622  3.340  0.117
H  4.703  -6.491  5.506  0.105
H  2.394  -6.458  6.391  0.101
H  0.574  -7.545  5.119  0.104
H  1.069  -8.661  2.947  0.118

orbital gap = 8.997 eV
multiplicity = 1
E_HOMO = -8.77 eV
lowest unoccupied orbital energy = 0.226 eV



2.
Below is C29H46BrHfN3P2 as an isolated structure, with properties calculated with ωB97M-V/def2-TZVPD.

Last column: Löwdin charge in e.
Cartesian coordinates (Å):
N  -3.194  -6.321  -1.078  0.130
C  -2.018  -6.439  -0.471  -0.066
C  -1.135  -5.363  -0.302  0.031
C  -1.555  -4.092  -0.742  -0.199
C  -2.696  -4.030  -1.571  0.005
C  -3.552  -5.143  -1.588  -0.061
C  -0.967  -2.828  -0.215  -0.221
Hf  0.337  -1.118  -0.329  1.219
P  0.052  3.915  1.936  1.188
C  -1.795  -1.659  0.017  -0.245
C  -2.219  -1.239  1.389  -0.262
C  -3.002  -0.057  1.544  0.006
C  -2.821  0.725  2.709  -0.052
C  -1.789  0.323  3.499  0.031
C  -1.341  -0.954  3.629  -0.056
C  -1.645  -1.828  2.533  -0.008
Br  0.328  0.576  1.513  0.581
H  -0.055  -2.999  0.418  0.088
H  -2.520  -1.364  -0.756  0.128
H  -0.170  -5.519  0.183  0.128
H  -2.944  -3.125  -2.124  0.116
H  -1.773  -7.429  -0.093  0.139
H  -4.556  -5.069  -2.027  0.141
H  -3.685  0.235  0.737  0.146
H  -1.395  -2.904  2.508  0.152
H  -3.476  1.572  2.930  0.155
H  -0.757  -1.262  4.506  0.154
P  0.220  0.334  -2.337  0.826
C  -0.246  2.997  3.493  -0.425
C  -0.963  3.887  4.516  -0.114
H  0.729  2.657  3.875  0.104
H  -0.873  2.103  3.345  -0.013
H  -1.087  3.343  5.465  0.100
H  -0.388  4.802  4.704  0.092
H  -1.966  4.163  4.158  0.088
C  -1.259  3.479  0.773  -0.412
C  -1.968  4.770  0.340  -0.117
H  -1.960  2.789  1.256  0.062
H  -0.811  2.964  -0.084  0.032
H  -2.872  4.548  -0.234  0.089
H  -2.262  5.370  1.210  0.085
H  -1.319  5.392  -0.286  0.091
C  1.668  3.620  1.145  -0.409
C  2.754  4.635  1.544  -0.114
H  1.497  3.671  0.058  0.086
H  1.929  2.590  1.414  0.009
H  3.648  4.474  0.932  0.092
H  2.415  5.664  1.375  0.089
H  3.039  4.529  2.595  0.087
C  1.942  0.867  -2.702  -0.369
C  2.174  1.305  -4.144  -0.100
H  2.618  0.037  -2.434  0.071
H  2.174  1.688  -2.003  0.089
H  2.405  0.460  -4.804  0.096
H  1.321  1.851  -4.565  0.079
H  3.041  1.977  -4.191  0.106
C  -0.865  1.769  -2.635  -0.351
C  -2.345  1.446  -2.450  -0.114
H  -0.668  2.083  -3.671  0.109
H  -0.535  2.586  -1.978  0.071
H  -2.681  0.678  -3.160  0.080
H  -2.594  1.114  -1.434  0.052
H  -2.939  2.348  -2.647  0.105
C  -0.302  -0.703  -3.737  -0.373
C  0.412  -2.035  -3.869  -0.113
H  -0.146  -0.074  -4.612  0.106
H  -1.382  -0.850  -3.651  0.084
H  0.080  -2.520  -4.794  0.111
H  1.503  -1.937  -3.909  0.076
H  0.159  -2.727  -3.053  0.057
C  4.843  -2.377  2.445  0.036
N  3.968  -2.407  1.287  -0.079
C  4.365  -2.658  -0.029  0.036
C  3.266  -2.507  -0.814  -0.057
N  2.194  -2.116  0.014  -0.150
C  2.662  -2.122  1.293  -0.129
H  5.119  -3.394  2.764  0.127
H  5.762  -1.823  2.202  0.125
H  4.324  -1.872  3.270  0.111
H  5.375  -2.911  -0.293  0.157
H  3.120  -2.623  -1.877  0.120
H  2.053  -1.938  2.175  0.134

orbital gap (spin up / spin down) = 3.546 / 3.519 eV
ΔE to the lowest compared entry with this formula, charge and spin = 0.9 kcal/mol
multiplicity = 1
E_HOMO (spin up / spin down) = -18.43 / -18.42 eV
lowest unoccupied orbital energy (spin up / spin down) = -14.886 / -14.897 eV
net charge = +4



For each record above, in turn, the calculated max |F| values are 1.0, 4.0 eV/A.